[1]
{
  "formula": "C23H27BF5IO7P",
  "method": "ωB97M-V/def2-TZVPD",
  "total_charge": -1,
  "gap_ev": 7.903,
  "elements": ["O", "C", "O", "B", "O", "C", "P", "O", "O", "O", "C", "I", "C", "F", "F", "C", "C", "C", "C", "C", "C", "F", "F", "F", "C", "O", "C", "C", "C", "C", "C", "C", "H", "H", "H", "H", "H", "H", "H", "H", "H", "H", "H", "H", "H", "C", "C", "C", "C", "C", "C", "H", "H", "H", "H", "H", "H", "H", "H", "H", "H", "H", "H", "H", "H"],
  "positions_angstrom": [[3.319262, -2.831089, 0.801174], [3.528379, -2.628402, -0.355200], [3.071820, -3.373414, -1.359879], [1.631150, -3.340915, -1.686237], [1.182940, -2.138773, -2.430500], [-0.212098, -2.108711, -2.248125], [-0.832998, -3.262191, -3.592414], [-1.148286, -4.639736, -3.219356], [0.304146, -3.270087, -4.724219], [-2.083369, -2.500646, -4.300296], [-0.293970, -2.549811, -0.756778], [0.522109, -0.586604, 0.198118], [-1.676087, -2.791768, -0.032596], [-1.707241, -4.078580, 0.379983], [-1.820577, -2.034692, 1.077139], [-2.895238, -2.538011, -0.885892], [-3.388515, -3.506455, -1.755829], [-4.535467, -3.286150, -2.504872], [-5.220175, -2.082852, -2.401967], [-4.723030, -1.108128, -1.536289], [-5.474506, 0.183021, -1.402297], [-4.688317, 1.233871, -1.184197], [-6.325475, 0.124732, -0.345184], [-6.241156, 0.447441, -2.463404], [-3.577925, -1.329900, -0.782900], [0.637294, -3.440193, -0.528839], [4.425455, -1.507986, -0.787841], [3.969740, -0.492935, -1.623529], [4.832029, 0.523091, -2.018949], [6.149779, 0.529165, -1.576933], [6.619038, -0.489815, -0.757444], [5.747686, -1.499333, -0.361630], [1.438656, -4.348731, -2.346392], [-0.568571, -1.098037, -2.443654], [0.514051, -2.355817, -4.957167], [-1.997074, -1.557751, -4.105897], [-2.857302, -4.440761, -1.842813], [-4.914233, -4.054093, -3.158409], [-6.120377, -1.912413, -2.966049], [-3.258670, -0.547807, -0.110438], [2.946908, -0.528614, -1.968319], [4.452837, 1.291158, -2.675591], [6.795869, 1.339842, -1.882522], [7.645988, -0.487866, -0.427230], [6.124317, -2.285962, 0.275756], [-1.472457, 5.137575, 5.283737], [-0.330595, 4.126385, 5.234400], [0.847413, 4.582321, 4.375286], [0.521391, 4.796052, 2.896384], [-0.054110, 3.573327, 2.181686], [0.897318, 2.381415, 2.146440], [-1.901073, 5.310643, 4.295738], [-2.275408, 4.780763, 5.931077], [-1.126491, 6.096229, 5.677431], [-0.707995, 3.164894, 4.877986], [0.030297, 3.953415, 6.252133], [1.655848, 3.852545, 4.468598], [1.241288, 5.519961, 4.783005], [1.435728, 5.109683, 2.382524], [-0.179875, 5.630584, 2.794323], [-0.297881, 3.858191, 1.154470], [-0.998129, 3.273998, 2.646257], [1.831358, 2.644778, 1.644039], [0.446092, 1.545266, 1.600841], [1.138488, 2.024682, 3.149553]],
  "forces_ev_per_a": [[-0.1, -0.3, 1.0], [0.4, 0.3, -0.6], [-0.9, 0.8, 0.2], [0.3, -2.0, -1.1], [0.1, 0.4, 0.3], [0.9, -0.4, -0.5], [0.2, -1.0, 0.1], [-0.3, 0.0, 0.0], [-0.5, 0.6, 0.1], [0.5, 0.4, 0.3], [-0.3, 0.8, 0.5], [-0.2, 0.4, 0.0], [0.0, -0.2, -0.6], [0.1, -0.3, 0.0], [0.1, -0.1, 0.5], [-0.5, 0.3, -0.5], [0.0, -0.2, 0.3], [-0.2, 0.3, 0.3], [0.5, -0.2, 0.4], [-0.1, -0.2, -0.5], [-0.2, -0.6, 0.7], [0.3, 0.4, -0.1], [-0.1, 0.1, 0.1], [-0.1, 0.2, -0.5], [-0.1, 0.2, -0.1], [-0.2, 0.2, -0.2], [0.4, 0.1, -0.2], [0.2, -0.2, -0.1], [-0.2, -0.4, 0.3], [-0.1, 0.1, -0.1], [-0.5, 0.1, -0.1], [0.3, 0.2, 0.0], [0.1, 0.1, 0.0], [-0.3, 0.1, 0.2], [0.4, -0.1, -0.1], [-0.4, 0.1, -0.1], [0.0, -0.1, 0.0], [0.1, -0.1, -0.1], [-0.1, 0.1, -0.1], [0.2, 0.0, 0.1], [-0.1, 0.0, -0.1], [0.1, 0.2, 0.0], [0.2, 0.0, 0.0], [0.1, 0.0, 0.1], [-0.1, -0.1, 0.1], [0.0, -0.1, 0.0], [0.0, 0.1, 0.0], [0.1, 0.0, 0.0], [-0.1, 0.0, 0.0], [0.1, 0.0, 0.0], [-0.2, 0.0, 0.0], [0.0, 0.0, 0.0], [0.0, 0.0, 0.0], [0.0, 0.0, 0.0], [0.0, 0.0, 0.0], [0.0, 0.0, 0.0], [0.0, 0.0, 0.0], [0.0, 0.0, 0.0], [0.0, 0.0, 0.0], [0.0, 0.0, 0.0], [0.0, 0.0, 0.0], [0.0, 0.0, 0.0], [0.0, 0.0, 0.0], [0.1, 0.4, 0.3], [0.0, 0.0, 0.0]],
  "mulliken_charge": [-0.520, 0.121, -0.561, 1.492, -0.882, -0.208, 0.983, -0.711, -0.559, -0.546, -1.008, 0.134, 1.460, -0.323, -0.325, 0.039, -0.622, -0.700, -0.820, 0.177, 0.895, -0.258, -0.266, -0.287, -0.484, -0.618, 0.624, -0.069, -0.857, -0.346, -0.579, -0.359, -0.300, 0.765, 0.315, 0.377, 0.627, 0.454, 0.445, 0.497, 0.431, 0.391, 0.367, 0.380, 0.410, -1.192, -0.353, -0.696, -0.744, -0.427, -0.269, 0.283, 0.373, 0.291, 0.256, 0.357, 0.306, 0.401, 0.357, 0.315, 0.341, 0.228, 0.362, -0.638, 0.274]
}

[2]
{
  "formula": "C23H27BNO12",
  "method": "ωB97M-V/def2-TZVPD",
  "total_charge": -1,
  "gap_ev": 3.316,
  "elements": ["C", "C", "C", "C", "C", "C", "C", "O", "B", "C", "O", "O", "N", "C", "C", "C", "O", "H", "H", "H", "H", "H", "H", "H", "H", "H", "H", "H", "H", "H", "H", "H", "H", "H", "H", "H", "C", "C", "C", "O", "C", "C", "C", "O", "O", "O", "H", "H", "H", "H", "C", "C", "C", "O", "C", "C", "C", "O", "O", "O", "H", "H", "H", "H"],
  "positions_angstrom": [[0.876524, 1.929423, 3.047173], [0.633342, 2.423876, 1.978072], [0.354747, 2.840849, 0.600460], [-1.117296, 2.662781, 0.179553], [-1.782721, 1.337151, 0.560127], [-3.262557, 1.574289, 0.891863], [-4.141248, 2.005593, -0.330640], [-4.438664, 3.345226, -0.099888], [-4.503746, 3.498755, 1.392295], [-6.047343, 3.056536, 1.876661], [-6.105880, 1.718193, 2.409323], [-7.331937, 1.108504, 1.916327], [-4.266018, 4.936116, 1.897181], [-3.231544, 5.584448, 1.603985], [-2.989489, 6.226903, 0.238449], [-2.087979, 5.813138, 2.583757], [-3.461714, 2.560295, 1.872279], [1.032206, 1.517348, 4.014935], [1.058002, 2.367748, -0.084614], [0.576896, 3.915108, 0.559909], [-1.124226, 2.728381, -0.913512], [-1.706741, 3.510333, 0.520804], [-1.740354, 0.627052, -0.269415], [-1.333073, 0.871267, 1.438412], [-3.659709, 0.653319, 1.349341], [-3.556638, 1.904434, -1.252293], [-5.020540, 1.346664, -0.316670], [-6.410075, 3.768264, 2.631472], [-6.735756, 3.105522, 1.030541], [-7.158431, 0.174654, 2.087977], [-1.930821, 6.163825, -0.031397], [-3.260300, 7.284881, 0.321798], [-3.619959, 5.762622, -0.515197], [-2.398554, 5.598378, 3.602584], [-1.238600, 5.171583, 2.335092], [-1.726238, 6.848463, 2.517350], [4.868159, -1.415106, 1.430437], [3.705537, -0.792514, 1.169754], [3.071702, -0.844531, -0.198751], [2.010983, -0.277901, -0.360117], [3.768880, -1.570603, -1.251288], [4.923962, -2.183726, -0.982855], [5.543029, -2.154793, 0.384393], [6.592497, -2.759550, 0.538559], [5.617627, -2.869712, -1.895889], [3.045197, -0.103974, 2.083602], [5.330822, -1.387996, 2.406702], [3.315516, -1.593119, -2.231081], [6.406134, -3.206367, -1.427819], [2.233795, 0.258252, 1.667439], [3.889435, -7.097497, -4.201471], [3.716280, -5.817417, -3.842933], [2.842911, -5.428325, -2.678459], [2.750136, -4.244734, -2.417281], [2.163413, -6.479606, -1.940810], [2.337187, -7.757377, -2.301715], [3.223515, -8.147772, -3.453934], [3.335550, -9.335536, -3.699967], [1.750315, -8.776324, -1.682139], [4.296417, -4.803055, -4.469874], [4.514879, -7.388053, -5.033514], [1.528718, -6.188772, -1.115648], [2.051259, -9.581851, -2.145314], [4.022574, -3.993975, -3.994147]],
  "forces_ev_per_a": [[-0.1, 0.2, 0.0], [0.2, -0.7, -0.2], [-0.2, 0.9, 0.4], [0.4, -0.4, -0.7], [-0.5, 0.6, 0.3], [-0.6, -0.5, 0.5], [0.8, 0.0, 0.8], [0.1, 0.2, -0.2], [-1.7, 0.1, 0.0], [0.2, 0.2, 0.2], [0.2, -0.1, -0.2], [-0.4, 0.1, 0.1], [1.5, -0.9, 0.0], [-0.4, 0.2, -0.1], [0.1, -0.2, 0.2], [-0.2, 0.8, 0.1], [0.5, 0.4, -0.3], [0.0, 0.1, 0.0], [-0.1, -0.3, 0.1], [0.1, -0.1, -0.2], [0.0, 0.2, 0.0], [-0.1, -0.1, 0.3], [0.1, -0.1, 0.0], [0.2, 0.1, 0.0], [0.1, -0.2, -0.5], [-0.3, -0.2, -0.2], [-0.2, 0.2, -0.4], [-0.1, -0.2, 0.1], [0.1, 0.0, -0.1], [0.2, 0.1, 0.1], [0.0, 0.1, -0.1], [0.1, 0.0, 0.0], [0.0, -0.1, 0.0], [-0.1, -0.1, 0.0], [-0.1, -0.1, -0.1], [0.1, 0.0, 0.1], [0.2, -0.1, 0.0], [0.1, 0.0, 0.3], [0.0, -0.1, -0.3], [0.0, 0.1, 0.1], [-0.1, 0.1, -0.1], [-0.1, 0.0, -0.3], [-0.1, 0.2, 0.4], [0.0, -0.1, -0.2], [0.0, 0.0, 0.1], [0.0, -0.1, -0.3], [0.0, 0.0, 0.0], [0.0, 0.0, 0.0], [0.0, 0.0, 0.0], [-0.1, 0.1, 0.1], [0.0, -0.2, 0.0], [0.2, 0.0, -0.2], [-0.2, -0.2, 0.3], [0.0, 0.0, -0.1], [0.0, 0.2, 0.0], [-0.2, 0.1, 0.2], [0.2, 0.2, -0.3], [-0.1, -0.1, 0.1], [0.1, 0.0, -0.1], [-0.1, 0.0, 0.1], [0.0, 0.0, 0.0], [0.0, 0.0, 0.0], [0.0, 0.0, 0.0], [0.1, 0.0, 0.1]],
  "mulliken_charge": [-0.257, -0.290, -0.773, 0.648, -1.060, 0.261, -0.801, -0.634, 1.321, -0.754, -0.155, -0.425, -0.669, 0.840, -1.254, -1.194, -0.670, 0.394, 0.341, 0.391, 0.251, -0.721, 0.298, 0.424, 0.289, 0.397, 0.209, 0.221, 0.306, 0.282, 0.274, 0.443, 0.294, 0.356, 0.064, 0.425, -0.933, 0.307, 1.111, -0.470, -1.085, 0.391, 0.986, -0.658, -0.559, -0.502, 0.437, 0.366, 0.354, 0.193, -0.908, 0.339, 0.996, -0.508, -1.086, 0.377, 1.021, -0.634, -0.577, -0.594, 0.430, 0.449, 0.361, 0.326]
}

| no. | E_HOMO (eV) | E_tot (a.u.) |
| --- | --- | --- |
| 1 | -5.6 | -2582.8500 |
| 2 | -3.7 | -1875.0269 |